A structure of composition C9H16FN2O9PSi2 in a non-equilibrium geometry. Source: the OMol25 dataset; level of theory: the ωB97M-V functional and the def2-TZVPD basis.

Calculated values
LUMO energy: -0.8326 eV
HOMO level: -9.9 eV
M: 402.38 g mol⁻¹

Element x y z (Å)
1 P 1.572 0.198 -1.212
2 Si -2.635 -1.308 -2.747
3 Si -0.023 -1.360 -1.438
4 F 5.708 1.679 4.001
5 O 1.984 0.511 0.456
6 O 0.953 1.622 -2.060
7 O -0.934 -0.888 -2.864
8 O -1.032 -4.311 -0.340
9 O 2.809 -0.327 -2.046
10 O -3.457 -0.479 -4.078
11 O 2.302 1.649 3.745
12 O 1.722 2.061 5.919
13 O 3.909 1.776 5.331
14 N -3.381 -1.053 -1.132
15 N -1.801 1.583 -4.870
16 C 4.471 1.167 4.191
17 C 3.552 1.574 3.089
18 C -4.157 1.504 -1.496
19 C 0.911 -3.038 -1.581
20 C -2.538 0.612 0.649
21 C -3.385 0.265 -0.752
22 C 2.573 1.849 5.071
23 C 0.282 -4.060 -0.417
24 C -2.430 0.442 -4.668
25 H -2.743 -2.759 -3.037
26 H -5.326 1.469 -1.445
27 H -3.318 1.215 1.321
28 H -0.859 -1.454 -0.216
29 H -3.837 2.493 -0.911
30 H -1.557 1.235 0.436
31 H 4.535 0.085 4.345
32 H -2.296 -0.408 1.214
33 H -0.044 1.472 -2.180
34 H 3.526 0.841 2.278
35 H 0.863 -3.532 -2.652
36 H 2.039 -2.856 -1.236
37 H 0.964 -4.568 0.414
38 H -3.848 1.683 -2.612
39 H 3.802 2.554 2.670
40 H 1.124 0.859 0.861


The ion C9H16FN4 with charge +1. Source: the OMol25 dataset; level of theory: the ωB97M-V functional and the def2-TZVPD basis.

Calculated values
SMILES: C[C@H](F)c1cc[nH+]cc1CC(N)(N)N
LUMO energy: -4.2533 eV
HOMO level: -12.6 eV
ΔE to the lowest compared entry with this formula, charge and spin: 0.00 kcal/mol
M: 199.25 g mol⁻¹
total charge: +1

Element x y z (Å)
1 F 2.946 -1.135 -1.421
2 N 0.832 2.693 0.510
3 N -1.924 0.088 1.169
4 N -2.664 -1.692 -0.252
5 N -3.269 0.560 -0.672
6 C 2.404 0.943 0.498
7 C -2.193 -0.309 -0.190
8 C 1.485 0.100 -0.129
9 C 2.060 2.236 0.812
10 C 2.565 -2.010 0.738
11 C -0.070 1.912 -0.086
12 C -0.883 -0.216 -1.064
13 C 1.964 -1.289 -0.452
14 C 0.211 0.593 -0.429
15 H -1.146 0.198 -2.030
16 H 3.396 0.608 0.744
17 H -2.753 0.484 1.587
18 H 1.200 -1.916 -0.890
19 H -2.260 -2.217 -1.014
20 H -0.531 -1.221 -1.243
21 H -1.608 -0.706 1.703
22 H -3.672 -1.726 -0.304
23 H 2.732 2.922 1.296
24 H -1.033 2.338 -0.294
25 H -2.978 1.525 -0.784
26 H -3.562 0.239 -1.586
27 H 3.570 -1.657 0.934
28 H 0.599 3.647 0.744
29 H 2.646 -3.062 0.486
30 H 1.935 -1.933 1.618


A structure of composition C9H16GdOP in a non-equilibrium geometry. Source: the OMol25 dataset; level of theory: the ωB97M-V functional and the def2-TZVPD basis.

Calculated values
2S+1: 8
LUMO energy (alpha / beta): 0.6345 / -2.0794 eV
HOMO level (alpha / beta): -3.7 / -8.4 eV
ΔE to the lowest compared entry with this formula, charge and spin: 154.90 kcal/mol
M: 328.45 g mol⁻¹

Element x y z (Å)
1 Gd -1.708 0.811 -0.017
2 P -3.674 0.685 -2.079
3 O -0.183 -0.145 1.106
4 C -0.688 -0.376 3.441
5 C -1.338 -0.119 2.076
6 C 0.995 0.908 -3.094
7 C 2.926 0.555 -1.891
8 C 0.596 -1.122 3.127
9 C 2.308 -0.717 -2.043
10 C 2.219 1.526 -2.651
11 C 1.020 -0.670 1.735
12 C 1.053 -0.499 -2.711
13 H 3.862 0.726 -1.393
14 H -2.037 -0.935 1.810
15 H -4.249 0.839 -0.707
16 H 0.135 1.359 -3.618
17 H 1.756 0.134 1.752
18 H -1.850 0.910 2.101
19 H -3.771 1.964 -2.817
20 H 2.666 -1.680 -1.670
21 H -4.040 -0.564 -2.781
22 H 0.255 -1.221 -2.944
23 H -0.503 0.602 3.878
24 H 0.404 -2.198 3.114
25 H 1.386 -1.469 1.095
26 H 2.492 2.575 -2.807
27 H -1.383 -0.914 4.084
28 H 1.353 -0.966 3.902


Question: M of number 3 (C9H16GdOP)?
Answer: 328.45 g mol⁻¹


Question: What is the formula in the second record?
Answer: C9H16FN4


Question: Which formula does entry 3 have?
Answer: C9H16GdOP